<w>
Here is C6H6N2 in the gas phase from the OMol25 dataset. Energies are from ωB97M-V with the def2-TZVPD basis set.

Computed properties:
Highest occupied orbital energy, eV: -8.53
Frontier orbital gap, eV: 9.42

Each line ends with the Löwdin charge.
Positions of all 14 atoms, in Å:
C -1.410 0.001 0.786  -0.0496
H -0.648 1.408 -1.845  0.0753
C -0.422 1.324 -0.872  -0.0499
H -2.590 1.654 0.182  0.1241
C 0.821 -1.552 0.659  -0.0369
H 2.949 -1.617 -0.177  0.1179
N 0.347 0.097 -0.552  -0.2043
C -1.626 1.072 0.056  -0.0597
N 1.521 -0.055 -1.022  0.0853
C -0.114 -0.597 0.525  -0.2258
H -1.978 -0.368 1.638  0.1136
C 1.879 -1.167 -0.259  -0.1194
H 0.252 2.138 -0.435  0.1574
H 1.020 -2.336 1.317  0.0719

<x>
Here is C6H6N2 in the gas phase from the OMol25 dataset. Energies are from ωB97M-V with the def2-TZVPD basis set.

Computed properties:
Highest occupied orbital energy, eV: -8.42
Frontier orbital gap, eV: 9.34

Each line ends with the Löwdin charge.
Positions of all 14 atoms, in Å:
H -1.673 -1.829 0.751  0.1444
H 1.299 2.322 0.067  0.1281
C -1.405 1.200 0.023  -0.0732
H 1.602 -2.139 0.093  0.1326
C -1.450 -1.067 -0.066  -0.1748
H -1.844 2.251 0.173  0.1498
N -2.222 0.149 0.063  0.0265
C -0.063 -0.572 -0.171  -0.2630
N -0.068 0.786 -0.151  -0.0534
H -1.931 -1.526 -0.957  0.1257
C 1.220 -1.035 0.088  -0.0488
C 2.079 0.134 0.074  -0.0953
C 1.231 1.209 -0.081  -0.1185
H 3.226 0.116 0.094  0.1200

Most stable structure, least stable structure: <x>, <w>.

<w>
Here is C4H5NO in the gas phase from the OMol25 dataset. Energies are from ωB97M-V with the def2-TZVPD basis set.

Computed properties:
<S²>: 2.01
Highest occupied orbital energy (spin up / spin down), eV: -4.16 / -9.88
Frontier orbital gap (spin up / spin down), eV: 5.03 / 6.83
2S+1: 3

Each line ends with the Löwdin charge.
Positions of all 11 atoms, in Å:
H 0.476 -0.526 1.429  0.0378
C 0.735 -0.378 0.472  -0.1487
H -0.017 0.640 -1.392  0.1208
H -1.328 1.374 1.138  0.0911
H 1.914 -0.155 -1.123  0.0291
H 2.816 -0.942 0.303  0.0803
N -1.414 1.091 0.229  0.1770
C -0.410 0.280 -0.462  -0.0655
O -2.729 -0.761 -0.307  0.2372
C -1.888 -0.022 -0.124  -0.5026
C 1.846 -0.600 -0.165  -0.0566

<x>
Here is a molecular structure, C4H5NO from the OMol25 dataset. Energies are from ωB97M-V with the def2-TZVPD basis set.

Computed properties:
<S²>: 2.02
Highest occupied orbital energy (spin up / spin down), eV: -5.39 / -11.23
Frontier orbital gap (spin up / spin down), eV: 5.91 / 9.18
2S+1: 3

Each line ends with the Löwdin charge.
Positions of all 11 atoms, in Å:
H -0.712 -0.029 1.563  0.1364
H 0.322 -1.133 -1.307  0.0935
H -0.504 1.178 -1.364  0.1203
C -0.097 0.851 -0.351  -0.0889
N -3.592 -0.263 -0.122  0.1173
C -1.066 -0.032 0.475  -0.1396
C 0.522 -0.597 -0.446  -0.2991
C -2.476 -0.217 0.141  -0.2444
O 1.501 -0.851 0.400  0.0046
H 0.280 1.798 0.200  0.1426
H 1.486 -1.781 0.803  0.1574

Most stable structure, least stable structure: <x>, <w>.

<w>
Here is C5H6O3 in the gas phase from the OMol25 dataset. Energies are from ωB97M-V with the def2-TZVPD basis set.

Computed properties:
Highest occupied orbital energy, eV: -9.24
Frontier orbital gap, eV: 10.12

Each line ends with the Löwdin charge.
Positions of all 14 atoms, in Å:
O 0.816 -0.171 1.378  -0.0463
H 0.103 -2.149 1.541  0.1050
H -0.678 2.016 -1.947  0.1493
C 0.721 1.163 -0.602  0.0115
H -1.041 -0.806 2.218  0.1251
C -0.617 -0.649 -0.674  -0.4459
H 1.042 2.144 -0.216  0.1345
H 0.564 -1.209 2.980  0.0749
C 0.026 -1.175 2.065  -0.0336
H 0.687 1.188 -2.783  0.1278
C 0.437 0.089 0.143  -0.2280
O -1.392 -1.516 -0.347  0.1129
C 0.039 1.147 -1.912  -0.1415
O -0.707 -0.072 -1.842  0.0544

<x>
Here is C5H6O3 in the gas phase from the OMol25 dataset. Energies are from ωB97M-V with the def2-TZVPD basis set.

Computed properties:
Highest occupied orbital energy, eV: -9.90
Frontier orbital gap, eV: 10.01

Each line ends with the Löwdin charge.
Positions of all 14 atoms, in Å:
C -1.601 -0.947 0.074  -0.0392
O 2.409 0.817 -0.278  0.0524
H 2.958 -1.306 -0.102  0.1612
C 2.164 -0.338 -0.010  -0.2437
H -1.942 -0.745 1.349  0.1769
C -0.390 2.008 -0.230  -0.3111
H -0.707 2.808 -0.937  0.1597
H -1.249 -2.107 -0.007  0.1213
C -0.327 -0.218 -0.080  -0.4320
C 0.786 -0.818 0.246  -0.0386
O 0.015 2.171 0.909  0.0891
H 0.789 -1.743 0.727  0.0920
H -2.395 -0.439 -0.788  0.1621
O -0.509 0.857 -0.874  0.0498

Most stable structure, least stable structure: <w>, <x>.

<w>
Here is C5H6O3 in the gas phase from the OMol25 dataset. Energies are from ωB97M-V with the def2-TZVPD basis set.

Computed properties:
Highest occupied orbital energy, eV: -9.08
Frontier orbital gap, eV: 9.90

Each line ends with the Löwdin charge.
Positions of all 14 atoms, in Å:
O 1.552 0.824 0.686  -0.1301
C -3.152 -0.187 0.117  -0.1633
C 0.312 0.889 0.348  -0.0374
C -1.052 -0.322 -1.280  -0.1570
H 3.300 0.091 1.055  0.0980
H -3.596 1.590 -0.124  0.0414
H 2.189 -1.183 0.348  0.1365
O -3.976 0.875 0.244  0.0663
H -3.463 -0.954 0.751  0.1088
O 0.164 0.080 -0.774  -0.0735
H -0.875 -0.650 -2.229  0.0925
C 2.529 -0.053 0.264  -0.0986
H 2.885 0.292 -0.742  0.1092
C -2.184 -0.251 -0.742  0.0071

<x>
Here is a molecular structure, C5H6O3 from the OMol25 dataset. Energies are from ωB97M-V with the def2-TZVPD basis set.

Computed properties:
Highest occupied orbital energy, eV: -9.82
Frontier orbital gap, eV: 10.67

Each line ends with the Löwdin charge.
Positions of all 14 atoms, in Å:
H 1.291 1.955 -0.363  0.1388
O 1.491 -0.042 -0.471  -0.0810
O -2.236 -0.200 -0.794  0.1595
C 0.639 1.091 -0.547  -0.1388
O -0.069 0.188 1.620  -0.0097
H 1.476 -1.973 0.088  0.1500
C -0.348 -0.900 0.742  -0.2208
H -0.755 2.083 0.824  0.1541
C 0.733 -1.210 -0.248  -0.1380
H 0.089 1.225 -1.484  0.1387
C -0.459 1.091 0.516  -0.1465
H 0.282 -1.526 -1.163  0.1258
H -0.760 -1.751 1.291  0.1660
C -1.372 -0.032 -0.011  -0.2981

<y>
Here is a molecular structure, C5H6O3 from the OMol25 dataset. Energies are from ωB97M-V with the def2-TZVPD basis set.

Computed properties:
Highest occupied orbital energy, eV: -9.27
Frontier orbital gap, eV: 9.97

Each line ends with the Löwdin charge.
Positions of all 14 atoms, in Å:
C -0.935 0.365 -0.909  -0.0924
H -1.206 0.112 -2.042  0.1737
O 0.574 -1.395 -0.521  -0.0424
H -1.588 -1.619 -0.081  0.1363
C 0.545 0.769 -0.885  -0.3214
C 1.080 -0.175 0.120  -0.1420
H 1.215 0.785 -2.009  0.2290
H -0.090 1.691 1.455  0.2295
C -0.723 -1.004 -0.124  -0.2054
H -0.160 -1.369 1.785  0.1756
O -0.369 1.677 -0.615  0.0220
O -0.236 0.731 2.053  -0.0397
C -0.143 -0.345 1.226  -0.2559
H 2.035 -0.225 0.547  0.1331

Most stable structure, least stable structure: <x>, <y>.

<w>
Here is C4H6O4 in the gas phase from the OMol25 dataset. Energies are from ωB97M-V with the def2-TZVPD basis set.

Computed properties:
Highest occupied orbital energy, eV: -10.08
Frontier orbital gap, eV: 10.92

Each line ends with the Löwdin charge.
Positions of all 14 atoms, in Å:
O 3.238 -0.088 -0.397  0.0875
H 0.855 -0.148 -1.457  0.1733
O 0.202 -1.005 0.347  -0.0306
H -1.284 0.958 1.242  0.1413
O 0.228 1.282 -0.141  -0.0268
H 2.220 0.355 1.319  0.1419
C 2.231 0.092 0.246  -0.1427
O -1.660 0.045 -0.558  -0.0538
H -1.198 -1.892 -0.916  0.1437
C 0.829 0.022 -0.373  -0.3222
H -1.718 -1.545 0.752  0.1376
C -1.149 1.112 0.172  -0.1947
C -1.130 -1.177 -0.087  -0.1893
H -1.664 1.989 -0.149  0.1348

<x>
Here is C4H6O4 in the gas phase from the OMol25 dataset. Energies are from ωB97M-V with the def2-TZVPD basis set.

Computed properties:
Highest occupied orbital energy, eV: -7.10
Frontier orbital gap, eV: 7.60

Each line ends with the Löwdin charge.
Positions of all 14 atoms, in Å:
O 2.709 -0.509 -0.942  0.1348
H -2.473 0.255 -0.421  0.0536
H 0.345 -2.195 -0.447  0.1152
O 0.517 0.584 2.030  0.0144
H 0.583 1.497 2.519  0.1669
C 0.281 0.675 0.673  -0.3588
H -0.049 -1.188 -1.812  0.1656
C 0.281 -1.191 -0.726  -0.1231
H -0.531 2.067 -0.334  0.0570
C 1.594 -0.505 -0.590  -0.1616
C -0.675 -0.407 -0.002  -0.3156
O -1.706 0.065 -0.865  0.0280
H -1.058 -1.109 0.688  0.1392
O 0.181 1.961 0.228  0.0845

Most stable structure, least stable structure: <w>, <x>.

<w>
Here is 2 unconnected molecules or ions with the total composition CH2N2O2 from the OMol25 dataset. Energies are from ωB97M-V with the def2-TZVPD basis set.

Computed properties:
Highest occupied orbital energy, eV: -9.78
Frontier orbital gap, eV: 8.93

Each line ends with the Löwdin charge.
Positions of all 7 atoms, in Å:
N -0.324 -0.608 0.553  0.1591
H 1.344 0.934 -1.369  0.2911
O -2.469 0.369 -0.028  0.1522
O 0.907 1.395 -0.021  -0.1208
C -1.330 0.260 0.269  -0.5252
N -0.117 0.966 0.539  -0.1266
H 0.068 -1.111 1.453  0.1700

<x>
Here is 2 unconnected molecules or ions with the total composition CH2N2O2 from the OMol25 dataset. Energies are from ωB97M-V with the def2-TZVPD basis set.

Computed properties:
Highest occupied orbital energy (spin up / spin down), eV: -8.10 / -9.20
Frontier orbital gap (spin up / spin down), eV: 7.34 / 9.26

Each line ends with the Löwdin charge.
Positions of all 7 atoms, in Å:
O 2.226 0.025 0.026  0.0403
H 0.698 -2.131 -0.249  0.1401
O -0.408 1.502 0.139  0.0039
N 1.050 -0.222 0.045  -0.2870
H -2.504 1.146 -0.042  0.0883
N 0.305 -1.165 0.121  0.0795
C -1.367 0.844 -0.040  -0.0651

Most stable structure, least stable structure: <x>, <w>.